Computed, not measured: one molecule with the formula C3H5BO2 in a non-equilibrium geometry, with the ωB97M-V functional and the def2-TZVPD basis.

```
11
Properties=species:S:1:pos:R:3:nbo_charge:R:1
O 2.35065 -0.52252 -1.36204 -0.892
O 0.81194 -0.32565 0.32299 -0.712
C -0.44213 -0.19696 1.05865 -0.015
C -1.58996 0.66428 0.30788 -0.632
C -1.70072 0.76995 -0.95891 0.162
B 1.11311 -0.28553 -0.93821 0.975
H -0.92932 -1.08083 1.10640 0.194
H 3.05406 -0.45912 -0.69671 0.507
H 0.03371 0.15654 -1.55318 -0.099
H -0.14103 0.29945 2.01927 0.211
H -2.56030 0.98039 0.69384 0.301
```

The energy above the lowest of the compared OMol25 structures with the same formula, charge and spin comes out at 97.61 kcal/mol. For the highest occupied orbital energy, the calculation gives -0.3690 Ha. Its spin multiplicity is 1. Its total charge is 0. Its HOMO-LUMO gap is 0.3713 hartree. The value obtained for the maximum force is 5.01 eV/A.